{"formula": "C23H24F3InNO8S", "method": "ωB97M-V with the def2-TZVPD basis set", "symbols": ["In", "C", "O", "C", "C", "O", "C", "H", "H", "H", "H", "H", "H", "H", "H", "H", "H", "C", "C", "O", "C", "C", "C", "C", "C", "C", "O", "H", "H", "H", "H", "H", "H", "H", "F", "C", "F", "F", "S", "O", "O", "O", "C", "C", "C", "C", "C", "C", "C", "C", "C", "C", "H", "H", "H", "H", "H", "H", "H", "O", "N"], "positions_angstrom": [[-0.641, -0.321, -0.392], [3.032, -0.192, -0.259], [1.823, -0.849, -0.614], [1.890, -1.546, -1.849], [1.445, -0.645, -2.975], [0.064, -0.411, -2.756], [-0.558, 0.401, -3.754], [3.828, -0.927, -0.118], [2.847, 0.321, 0.680], [3.338, 0.538, -1.014], [1.182, -2.376, -1.770], [2.892, -1.940, -2.032], [1.603, -1.138, -3.939], [1.992, 0.304, -2.959], [-0.543, -0.121, -4.712], [-0.040, 1.358, -3.854], [-1.585, 0.567, -3.439], [0.655, 2.186, 2.969], [0.950, 1.963, 1.516], [0.490, 0.989, 0.933], [1.836, 2.937, 0.813], [2.708, 3.765, 1.518], [3.564, 4.633, 0.861], [3.538, 4.717, -0.524], [2.676, 3.909, -1.251], [1.864, 3.019, -0.579], [1.086, 2.151, -1.341], [-0.178, 1.552, 3.263], [0.418, 3.227, 3.179], [1.526, 1.899, 3.564], [2.730, 3.718, 2.598], [4.242, 5.249, 1.435], [4.181, 5.419, -1.037], [2.631, 3.969, -2.330], [-5.218, 1.705, -1.374], [-4.092, 1.956, -0.730], [-3.222, 2.518, -1.587], [-4.323, 2.804, 0.257], [-3.324, 0.381, -0.120], [-4.330, -0.436, 0.453], [-2.250, 0.832, 0.780], [-2.689, -0.143, -1.355], [-3.274, -5.264, 0.747], [-3.210, -4.338, -0.313], [-2.354, -3.276, -0.252], [-1.519, -3.083, 0.872], [-0.614, -2.019, 1.040], [0.204, -1.859, 2.116], [0.156, -2.829, 3.143], [-0.711, -3.879, 3.052], [-1.568, -4.032, 1.939], [-2.477, -5.112, 1.845], [-3.954, -6.102, 0.682], [-3.846, -4.473, -1.177], [-2.312, -2.562, -1.068], [0.866, -1.011, 2.194], [0.804, -2.713, 4.003], [-0.751, -4.617, 3.844], [-2.529, -5.819, 2.664], [-0.684, 2.924, -0.381], [-0.262, 2.119, -1.106]], "total_charge": 1, "multiplicity": 1, "de_lowest_ev": 2.453, "homo_energy_ev": -10.43, "homo_lumo_gap_ev": 5.767}


{"formula": "C23H24F6IN2O19", "method": "ωB97M-V with the def2-TZVPD basis set", "symbols": ["O", "C", "I", "C", "N", "C", "C", "N", "C", "H", "H", "H", "H", "H", "H", "C", "C", "O", "C", "O", "O", "F", "H", "H", "H", "C", "C", "O", "C", "O", "O", "F", "H", "H", "H", "C", "C", "O", "C", "O", "O", "F", "H", "H", "H", "C", "C", "O", "C", "O", "O", "F", "H", "H", "H", "C", "C", "O", "C", "O", "O", "F", "H", "H", "H", "C", "C", "O", "C", "O", "O", "F", "H", "H", "H"], "positions_angstrom": [[2.499, -2.359, -4.066], [1.502, -2.816, -3.597], [1.674, -4.589, -2.413], [0.185, -2.050, -3.858], [-1.060, -2.811, -3.711], [-2.240, -2.210, -3.295], [-3.206, -3.139, -3.250], [-2.600, -4.323, -3.645], [-1.343, -4.087, -3.931], [0.204, -1.639, -4.875], [0.142, -1.205, -3.163], [-2.417, -1.172, -3.032], [-4.248, -3.060, -2.977], [-2.995, -5.251, -3.722], [-0.563, -4.759, -4.270], [0.015, -0.349, -0.085], [-1.408, -0.159, 0.356], [-1.961, -1.457, 0.198], [-0.933, -2.332, 0.377], [-1.070, -3.492, 0.578], [0.275, -1.703, 0.300], [-2.068, 0.700, -0.464], [0.134, -0.252, -1.168], [0.699, 0.337, 0.405], [-1.519, 0.162, 1.389], [2.029, -1.296, 4.459], [1.899, -0.820, 3.036], [2.941, 0.122, 2.920], [3.921, -0.280, 3.794], [5.034, 0.113, 3.773], [3.438, -1.194, 4.676], [0.710, -0.180, 2.834], [1.503, -0.648, 5.162], [1.683, -2.318, 4.595], [2.026, -1.602, 2.285], [0.126, 4.182, 2.643], [-0.098, 3.179, 1.545], [-1.060, 2.301, 2.116], [-1.783, 3.056, 2.998], [-2.825, 2.724, 3.454], [-1.157, 4.220, 3.276], [1.037, 2.475, 1.274], [0.877, 3.849, 3.362], [0.407, 5.162, 2.267], [-0.493, 3.598, 0.620], [5.537, -1.779, -4.100], [5.917, -1.442, -2.682], [7.290, -1.131, -2.793], [7.476, -0.644, -4.060], [8.430, -0.046, -4.414], [6.408, -0.935, -4.854], [5.773, -2.516, -1.862], [5.738, -2.823, -4.347], [4.496, -1.560, -4.317], [5.382, -0.589, -2.260], [-4.441, 1.502, 5.828], [-3.681, 0.207, 5.717], [-3.908, -0.398, 6.974], [-5.126, 0.057, 7.407], [-5.749, -0.435, 8.283], [-5.524, 1.140, 6.690], [-2.345, 0.420, 5.568], [-3.851, 2.291, 6.297], [-4.805, 1.859, 4.869], [-4.031, -0.456, 4.923], [-1.089, 3.416, -4.385], [-2.480, 3.046, -3.939], [-2.392, 3.149, -2.531], [-1.437, 4.092, -2.274], [-1.283, 4.622, -1.225], [-0.691, 4.345, -3.377], [-2.781, 1.759, -4.268], [-0.411, 2.560, -4.378], [-1.069, 3.874, -5.371], [-3.265, 3.709, -4.306]], "total_charge": 1, "multiplicity": 1, "homo_energy_ev": -12.57, "homo_lumo_gap_ev": 8.958}


{"formula": "C23H24FeNO3", "method": "ωB97M-V with the def2-TZVPD basis set", "symbols": ["O", "C", "Fe", "C", "O", "C", "O", "C", "C", "C", "C", "C", "C", "C", "H", "H", "H", "H", "H", "H", "H", "H", "H", "C", "C", "C", "N", "C", "C", "C", "C", "C", "C", "C", "C", "C", "C", "H", "H", "H", "H", "H", "H", "H", "H", "H", "H", "H", "H", "H", "H", "H"], "positions_angstrom": [[3.487, -3.735, -3.386], [2.625, -2.960, -3.447], [1.298, -1.840, -2.945], [2.587, -0.737, -2.283], [3.495, -0.251, -1.744], [1.286, -2.562, -1.329], [1.560, -3.049, -0.305], [-0.109, -3.021, -3.587], [-1.475, -2.752, -3.007], [-1.611, -1.279, -2.533], [-0.269, -0.599, -2.465], [0.353, -0.172, -3.683], [0.209, -0.925, -4.884], [0.276, -2.314, -4.781], [0.205, -4.068, -3.477], [-2.261, -2.963, -3.763], [-1.656, -3.442, -2.167], [-2.274, -0.730, -3.235], [-2.113, -1.247, -1.553], [-0.068, -0.060, -1.532], [0.870, 0.790, -3.707], [0.337, -0.422, -5.852], [0.640, -2.923, -5.621], [-0.289, 4.762, 1.965], [-1.750, 4.592, 1.523], [-2.027, 3.086, 1.447], [-0.802, 2.435, 1.911], [-0.651, 1.091, 1.943], [-1.251, 0.137, 1.123], [-0.961, -1.260, 1.603], [0.079, -1.005, 2.687], [0.209, 0.366, 2.926], [1.020, 0.819, 3.974], [1.820, -0.104, 4.658], [1.736, -1.471, 4.359], [0.832, -1.935, 3.389], [0.228, 3.367, 2.330], [0.318, 5.168, 1.153], [-0.209, 5.423, 2.832], [-2.428, 5.055, 2.246], [-1.914, 5.050, 0.547], [-2.888, 2.824, 2.087], [-2.282, 2.760, 0.427], [-1.928, 0.378, 0.305], [-1.871, -1.711, 2.048], [-0.637, -1.961, 0.819], [1.034, 1.857, 4.281], [2.520, 0.242, 5.415], [2.380, -2.184, 4.869], [0.737, -2.994, 3.154], [1.191, 3.133, 1.845], [0.391, 3.338, 3.415]], "total_charge": -1, "multiplicity": 5, "de_lowest_ev": 0.285, "homo_energy_ev": [-1.04, -3.91], "homo_lumo_gap_ev": [3.485, 4.816]}


{"formula": "C23H24N4O2", "method": "ωB97M-V with the def2-TZVPD basis set", "symbols": ["O", "C", "N", "C", "H", "C", "N", "C", "C", "C", "C", "C", "C", "H", "H", "H", "H", "H", "C", "H", "C", "H", "H", "H", "H", "H", "H", "C", "C", "N", "N", "C", "C", "C", "C", "O", "H", "H", "C", "C", "C", "C", "C", "C", "H", "H", "H", "H", "H", "H", "H", "H", "H"], "positions_angstrom": [[-0.871, -0.269, -0.991], [-0.086, 0.658, -0.905], [1.166, 0.481, -0.422], [2.240, 1.446, -0.388], [1.897, 2.432, -0.687], [3.363, 0.967, -1.327], [3.834, -0.353, -0.978], [4.869, -0.522, -0.063], [5.449, -1.786, 0.095], [6.513, -1.982, 0.950], [7.044, -0.924, 1.670], [6.494, 0.334, 1.512], [5.421, 0.537, 0.663], [5.017, 1.534, 0.582], [6.895, 1.173, 2.062], [7.877, -1.079, 2.339], [6.938, -2.970, 1.049], [5.079, -2.623, -0.477], [2.738, -1.300, -1.009], [3.078, -2.291, -0.714], [1.611, -0.852, -0.066], [0.754, -1.523, -0.141], [1.981, -0.842, 0.966], [2.353, -1.351, -2.033], [4.194, 1.671, -1.332], [2.961, 0.909, -2.346], [2.621, 1.501, 0.639], [-0.459, 2.077, -1.311], [-1.956, 2.193, -1.604], [-2.746, 1.906, -0.422], [-3.491, 0.829, -0.500], [-4.206, 0.442, 0.518], [-4.197, 1.186, 1.734], [-3.441, 2.305, 1.808], [-2.642, 2.738, 0.684], [-1.924, 3.728, 0.655], [-3.385, 2.910, 2.701], [-4.771, 0.842, 2.581], [-4.972, -0.796, 0.348], [-4.481, -1.780, -0.510], [-5.177, -2.960, -0.686], [-6.369, -3.173, -0.011], [-6.865, -2.198, 0.838], [-6.172, -1.015, 1.020], [-6.578, -0.253, 1.669], [-7.797, -2.358, 1.359], [-6.913, -4.096, -0.148], [-4.789, -3.720, -1.348], [-3.545, -1.599, -1.016], [-2.260, 1.467, -2.357], [-2.177, 3.212, -1.933], [0.097, 2.358, -2.208], [-0.215, 2.776, -0.508]], "multiplicity": 1, "de_lowest_ev": 1.962, "homo_energy_ev": -7.77, "homo_lumo_gap_ev": 8.115, "smiles": "O=C(CCn1nc(-c2ccccc2)ccc1=O)N1CCN(c2ccccc2)CC1"}


> Number 1 is which compound?

C23H24F3InNO8S